11
Properties=species:S:1:pos:R:3 method="wB97M-V/def2-TZVPD" spin_multiplicity=1 homo_lumo_gap_ev=7.649 total_energy_ev=-8309.860 lumo_energy_ev=0.72 homo_ha=-0.2546 de_lowest_kj_mol=448.43
C -1.218 -0.290 0.647
C 1.064 -0.449 -0.012
O -1.990 -0.174 -0.477
O 1.627 -0.829 1.169
O 1.115 0.877 -0.316
H -1.274 -1.177 1.358
H -1.107 0.652 1.166
H 1.297 -1.234 -0.842
H -2.181 -1.013 -0.937
H 2.264 -0.186 1.553
H 1.735 1.264 -0.995


13
Properties=species:S:1:pos:R:3 method="wB97M-V/def2-TZVPD" spin_multiplicity=1 homo_lumo_gap_ev="8.627 / 8.626" total_energy_ev=-7795.708 lumo_energy_ev="0.53 / 0.53" homo_ha="-0.2976 / -0.2976" de_lowest_kj_mol=379.77
C 1.484 -0.479 -0.524
N 0.254 -0.088 -0.433
C -0.981 -0.910 -0.358
C -1.688 0.456 -0.090
O -2.836 0.743 0.161
C -0.415 1.092 -0.244
H 2.276 0.258 -0.515
H 1.463 0.468 1.826
H 1.694 -1.537 -0.606
H -1.207 -1.398 -1.310
H -0.946 -1.628 0.464
H 0.882 0.940 1.862
H 0.020 2.083 -0.232


101
Properties=species:S:1:pos:R:3 method="wB97M-V/def2-TZVPD" s_squared=8.768 spin_multiplicity=6 homo_lumo_gap_ev="7.758 / 6.538" total_energy_ev=-163883.733 lumo_energy_ev="0.18 / -1.08" homo_ha="-0.2785 / -0.2799" de_lowest_kj_mol=50.90
Fe -1.200 -1.399 -0.349
C 4.153 2.523 4.402
C 4.359 1.488 3.294
C 5.262 0.369 3.832
C 5.054 2.190 2.115
C 3.041 0.889 2.810
C 3.043 0.002 1.741
C 1.858 -0.508 1.249
Se 1.873 -1.702 -0.265
C 1.905 -0.354 -1.649
C 3.076 0.306 -1.952
C 3.098 1.285 -2.938
C 1.908 1.530 -3.622
C 0.714 0.868 -3.370
C 0.694 -0.095 -2.326
O -0.384 -0.752 -1.962
C -0.554 1.189 -4.169
C -1.593 1.834 -3.237
C -0.267 2.171 -5.308
C -1.135 -0.084 -4.810
C 4.401 2.023 -3.238
C 4.208 3.148 -4.258
C 5.429 1.030 -3.799
C 4.938 2.649 -1.941
C 0.609 -0.192 1.819
O -0.484 -0.703 1.305
C 0.600 0.666 2.948
C 1.808 1.191 3.385
C -0.720 0.994 3.655
C -1.377 -0.307 4.153
C -0.502 1.889 4.878
C -1.668 1.736 2.696
H 5.116 2.952 4.684
H 3.509 3.337 4.063
H 3.715 2.073 5.295
H 6.219 0.779 4.165
H 4.786 -0.130 4.678
H 5.459 -0.382 3.066
H 5.956 2.705 2.453
H 5.343 1.480 1.340
H 4.384 2.926 1.665
H 3.970 -0.306 1.274
H 3.972 0.050 -1.400
H 1.918 2.278 -4.401
H -1.204 2.769 -2.826
H -2.507 2.058 -3.795
H -1.846 1.170 -2.414
H 0.092 3.133 -4.936
H 0.470 1.764 -6.004
H -1.190 2.353 -5.860
H -1.452 -0.800 -4.059
H -1.997 0.174 -5.430
H -0.386 -0.563 -5.444
H 3.889 2.759 -5.226
H 3.470 3.873 -3.908
H 5.154 3.672 -4.403
H 5.061 0.589 -4.728
H 6.373 1.540 -4.008
H 5.626 0.220 -3.096
H 4.194 3.325 -1.515
H 5.173 1.893 -1.192
H 5.850 3.218 -2.140
H 1.791 1.869 4.227
H -0.685 -0.851 4.800
H -2.278 -0.077 4.728
H -1.644 -0.957 3.324
H 0.163 1.414 5.602
H -0.090 2.861 4.603
H -1.461 2.063 5.370
H -1.901 1.123 1.828
H -2.600 1.989 3.211
H -1.205 2.662 2.347
C -4.018 -6.340 1.592
Si -3.737 -5.810 -0.197
C -5.413 -5.579 -1.038
C -2.771 -7.152 -1.098
C -2.819 -4.216 -0.252
C -2.166 -3.186 -0.300
H -4.617 -7.252 1.636
H -4.541 -5.567 2.159
H -3.070 -6.537 2.095
H -5.982 -6.511 -1.043
H -5.286 -5.256 -2.073
H -6.013 -4.824 -0.523
H -3.330 -8.090 -1.114
H -1.812 -7.339 -0.611
H -2.568 -6.863 -2.131
O -2.973 -0.178 -0.525
S -4.469 -0.313 -0.603
C -5.115 1.265 0.072
C -6.160 0.871 1.102
C -5.519 -0.254 1.914
C -4.975 -1.250 0.897
H -5.489 1.872 -0.750
H -4.254 1.752 0.532
H -7.057 0.498 0.601
H -6.444 1.718 1.726
H -6.242 -0.720 2.583
H -4.704 0.146 2.521
H -5.726 -1.974 0.581
H -4.085 -1.788 1.220


16
Properties=species:S:1:pos:R:3 method="wB97M-V/def2-TZVPD" s_squared=0.760 total_charge=+2 spin_multiplicity=2 homo_lumo_gap_ev="6.513 / 5.972" total_energy_ev=-17448.380 lumo_energy_ev="-9.81 / -9.82" homo_ha="-0.6000 / -0.5802" de_lowest_kj_mol=189.81
C 0.661 -0.107 1.482
C 0.474 -1.023 0.400
O -0.665 -1.106 -0.189
Ag -3.699 -0.939 -0.109
H 1.383 -0.513 2.205
H -0.268 0.207 1.964
H 1.275 -1.682 0.038
H 1.348 0.601 0.869
C -0.759 -1.859 -1.403
O 0.167 -2.360 -1.928
O -2.040 -1.892 -1.664
H -2.217 -2.385 -2.484
C 1.197 2.907 0.869
C 0.923 3.295 -0.345
O 0.613 3.460 -1.456
H 1.605 3.396 1.749


8
Properties=species:S:1:pos:R:3 method="wB97M-V/def2-TZVPD" spin_multiplicity=1 homo_lumo_gap_ev=9.586 total_energy_ev=-14675.352 smiles="IC1=NC1.N#N" lumo_energy_ev=0.12 homo_ha=-0.3477 de_lowest_kj_mol=132.93
I 2.205 -1.109 0.500
C 0.352 -0.731 -0.258
N -0.365 -0.309 -1.164
C -1.096 -1.032 -0.093
H -1.741 -1.982 -0.324
H -1.378 -0.421 0.755
N 1.500 2.547 0.362
N 0.523 3.036 0.222


10
Properties=species:S:1:pos:R:3 method="wB97M-V/def2-TZVPD" total_charge=-1 spin_multiplicity=1 homo_lumo_gap_ev=8.832 total_energy_ev=-28502.451 smiles="CN[P@](=O)([O-])Cl" lumo_energy_ev=3.79 homo_ha=-0.1854 de_lowest_kj_mol=51.97
C 0.054 0.190 -0.275
N -0.802 -0.889 0.141
P -2.792 -0.504 -0.037
O -3.446 -1.051 1.168
O -3.236 -0.837 -1.401
Cl -2.812 1.558 0.110
H 0.155 0.154 -1.362
H -0.303 1.194 0.001
H 1.047 0.057 0.174
H -0.794 -0.959 1.156


11
Properties=species:S:1:pos:R:3 method="wB97M-V/def2-TZVPD" spin_multiplicity=1 homo_lumo_gap_ev=7.906 total_energy_ev=-13166.803 lumo_energy_ev=-0.64 homo_ha=-0.3139 de_lowest_kj_mol=115.94
C 0.898 -0.970 0.103
C -1.343 -1.077 -0.025
C 0.868 0.523 -0.049
C -0.562 0.980 0.001
N -0.151 -1.686 0.088
O -2.468 -1.369 -0.131
F -0.976 1.723 -1.052
F -0.914 1.618 1.144
H 1.846 -1.471 0.220
H 1.496 0.967 0.726
H 1.305 0.762 -1.023


42
Properties=species:S:1:pos:R:3 method="wB97M-V/def2-TZVPD" s_squared=0.753 total_charge=+2 spin_multiplicity=2 homo_lumo_gap_ev="7.430 / 4.168" total_energy_ev=-50876.326 lumo_energy_ev="-9.20 / -12.45" homo_ha="-0.6112 / -0.6106" de_lowest_kj_mol=0.00
N 1.849 -0.213 0.124
C 2.843 -0.708 0.599
O 3.852 -1.212 0.993
Hg 2.090 0.285 -3.846
V -0.053 0.000 -0.131
N -0.501 -1.449 -1.216
N -0.310 1.550 -1.138
C -0.392 -2.876 -0.867
C 0.332 2.870 -1.137
C 0.774 -3.501 -1.636
C -1.678 -3.628 -1.213
C -0.127 -3.026 0.622
C 0.062 3.576 -2.467
C -0.183 3.790 -0.016
C 1.831 2.738 -0.934
H 0.632 -3.444 -2.717
H 0.825 -4.562 -1.377
H 1.719 -3.015 -1.376
H -2.542 -3.165 -0.731
H -1.598 -4.654 -0.844
H -1.877 -3.667 -2.288
H 0.812 -2.555 0.915
H -0.045 -4.093 0.830
H -0.949 -2.627 1.217
H 0.377 2.939 -3.301
H 0.627 4.516 -2.499
H -1.003 3.817 -2.595
H -1.256 4.011 -0.098
H 0.341 4.755 -0.069
H -0.001 3.364 0.974
H 2.068 2.250 0.014
H 2.272 3.743 -0.948
H 2.278 2.149 -1.741
C -1.779 1.621 -1.260
H -2.242 0.697 -0.894
H -2.235 2.447 -0.705
H -2.069 1.730 -2.306
C -0.977 -1.191 -2.586
H -2.079 -1.268 -2.665
H -0.685 -0.184 -2.914
H -0.530 -1.907 -3.298
F -0.807 0.001 1.485


Copy entry 8 word for word.
42
Properties=species:S:1:pos:R:3 method="wB97M-V/def2-TZVPD" s_squared=0.753 total_charge=+2 spin_multiplicity=2 homo_lumo_gap_ev="7.430 / 4.168" total_energy_ev=-50876.326 lumo_energy_ev="-9.20 / -12.45" homo_ha="-0.6112 / -0.6106" de_lowest_kj_mol=0.00
N 1.849 -0.213 0.124
C 2.843 -0.708 0.599
O 3.852 -1.212 0.993
Hg 2.090 0.285 -3.846
V -0.053 0.000 -0.131
N -0.501 -1.449 -1.216
N -0.310 1.550 -1.138
C -0.392 -2.876 -0.867
C 0.332 2.870 -1.137
C 0.774 -3.501 -1.636
C -1.678 -3.628 -1.213
C -0.127 -3.026 0.622
C 0.062 3.576 -2.467
C -0.183 3.790 -0.016
C 1.831 2.738 -0.934
H 0.632 -3.444 -2.717
H 0.825 -4.562 -1.377
H 1.719 -3.015 -1.376
H -2.542 -3.165 -0.731
H -1.598 -4.654 -0.844
H -1.877 -3.667 -2.288
H 0.812 -2.555 0.915
H -0.045 -4.093 0.830
H -0.949 -2.627 1.217
H 0.377 2.939 -3.301
H 0.627 4.516 -2.499
H -1.003 3.817 -2.595
H -1.256 4.011 -0.098
H 0.341 4.755 -0.069
H -0.001 3.364 0.974
H 2.068 2.250 0.014
H 2.272 3.743 -0.948
H 2.278 2.149 -1.741
C -1.779 1.621 -1.260
H -2.242 0.697 -0.894
H -2.235 2.447 -0.705
H -2.069 1.730 -2.306
C -0.977 -1.191 -2.586
H -2.079 -1.268 -2.665
H -0.685 -0.184 -2.914
H -0.530 -1.907 -3.298
F -0.807 0.001 1.485